Record 1
{
  "formula": "C4H10N3O2",
  "method": "ωB97M-V/def2-TZVPD",
  "gap_ev": 9.32,
  "e_homo_ev": -12.72,
  "total_charge": 1,
  "e_lumo_ev": -3.408,
  "elements": ["C", "C", "C", "C", "N", "N", "N", "O", "O", "H", "H", "H", "H", "H", "H", "H", "H", "H", "H"],
  "xyz": [[-3.3047, 0.8610, 0.2888], [2.7523, -0.6733, -0.0110], [3.0903, 0.7371, -0.3433], [0.9812, 0.6954, 0.2282], [-1.9988, -1.0592, -0.1123], [-2.1539, 0.3940, 0.1283], [1.3672, -0.5231, 0.1393], [-4.4275, 0.2387, 0.1177], [1.8954, 1.5971, 0.0143], [2.9544, -1.2424, -0.8839], [3.2053, -1.0834, 0.9164], [3.9515, 1.1691, 0.1777], [3.1382, 0.8870, -1.3982], [-3.4481, 1.9006, 0.7122], [-2.7686, -1.4693, 0.3077], [-1.7253, -1.1919, -1.0335], [0.0000, 0.9062, 0.5586], [-4.2842, -0.7373, -0.1563], [0.7751, -1.4066, 0.3494]],
  "atomic_forces_ev_per_a": [[-0.004, 1.566, 0.904], [1.441, 0.000, 0.616], [1.089, 2.341, 0.208], [0.317, 0.688, 0.492], [1.059, 3.764, 2.022], [2.729, -0.840, -0.034], [-2.997, -3.470, 0.909], [-1.735, -2.956, -0.510], [-0.058, -1.890, 0.396], [0.481, -1.037, -0.410], [-0.119, 0.206, -0.691], [-0.285, -0.119, -0.272], [0.470, 0.088, -0.705], [0.325, -1.170, -0.927], [-1.381, -2.000, 0.152], [-0.282, -0.768, -1.970], [-1.309, 0.715, -0.123], [-0.436, 2.380, 0.358], [0.693, 2.502, -0.415]],
  "mulliken_charge": [0.067, -0.309, -0.399, -0.041, -0.524, -0.181, -0.070, -0.448, -0.315, 0.285, 0.320, 0.308, 0.311, 0.303, 0.179, 0.242, 0.561, 0.363, 0.346]
}


Record 2
{
  "formula": "C3H4CdO2",
  "method": "ωB97M-V/def2-TZVPD",
  "gap_ev": [8.42, 7.00],
  "e_homo_ev": [-13.18, -13.59],
  "multiplicity": 2,
  "s2": 0.75,
  "total_charge": 1,
  "e_lumo_ev": [-4.760, -6.596],
  "elements": ["C", "C", "H", "H", "C", "O", "Cd", "H", "O", "H"],
  "xyz": [[-0.4931, -0.5995, 0.0723], [0.2975, -0.9950, -0.9586], [-0.1110, -1.1503, -1.9582], [1.3439, -1.2260, -0.7523], [0.3359, 0.4965, 0.7382], [0.5364, 1.6237, 0.2877], [1.4077, 3.3597, 0.7729], [0.7566, 0.2000, 1.7141], [-1.8123, -0.4332, -0.0343], [-2.2617, -1.2760, 0.1183]],
  "atomic_forces_ev_per_a": [[1.894, 2.067, -2.440], [-0.301, -0.995, 0.753], [0.024, -0.615, 0.366], [-0.063, 0.483, -0.335], [-0.582, -1.256, 1.671], [-1.693, -2.474, -0.630], [1.103, 2.248, 0.592], [0.597, 0.252, -0.239], [-0.960, 0.181, 0.434], [-0.019, 0.108, -0.172]],
  "mulliken_charge": [0.394, -0.695, 0.284, 0.309, 0.125, -0.456, 0.710, 0.369, -0.448, 0.407]
}


Record 3
{
  "formula": "C3H30O12",
  "method": "ωB97M-V/def2-TZVPD",
  "gap_ev": 9.86,
  "e_homo_ev": -9.65,
  "total_charge": 0,
  "e_lumo_ev": 0.204,
  "elements": ["C", "C", "C", "H", "H", "H", "H", "H", "H", "H", "H", "O", "H", "H", "O", "H", "H", "O", "H", "H", "O", "H", "H", "O", "H", "H", "O", "H", "H", "O", "H", "H", "O", "H", "H", "O", "H", "H", "O", "H", "H", "O", "H", "H", "O"],
  "xyz": [[-2.4086, 0.9286, 0.4165], [-2.4060, -0.3812, -0.2325], [-3.2249, -1.4084, 0.2257], [-1.5844, 1.5357, -0.1206], [-3.4129, 1.3445, 0.1311], [-2.2761, 0.9806, 1.4619], [-1.6871, -0.6480, -0.9100], [-3.0523, -2.3487, -0.0366], [-4.1348, -1.2640, 0.9421], [-1.1022, -2.8848, -3.4572], [-1.6056, -1.4950, -2.9681], [-1.3312, -1.8895, -3.6974], [0.7407, 0.7922, 3.1207], [-0.5313, 1.1554, 3.8317], [0.0543, 1.5269, 3.1822], [-0.7157, 2.9763, 1.8059], [-1.6977, 3.3930, 0.8690], [-0.9240, 3.7945, 1.2714], [0.0705, -2.6488, -1.1517], [0.9462, -2.3627, -2.1703], [0.1401, -2.8150, -2.0403], [2.3403, -0.7718, 3.6564], [2.4359, 0.3440, 2.3423], [1.9770, -0.3874, 2.8776], [2.5547, 1.5512, 0.5980], [4.0154, 1.1525, 1.2551], [3.0915, 1.4217, 1.4371], [1.0676, 0.2770, -0.5333], [1.9164, 0.2667, -1.9444], [1.7662, -0.2711, -1.0691], [0.7605, 1.1065, -3.0442], [0.6095, 2.6933, -3.2065], [0.3451, 1.8892, -2.7962], [1.7220, -1.2228, -3.4596], [0.3713, -0.9801, -3.8045], [1.2073, -0.5063, -3.5562], [-0.0489, 2.7124, 0.3354], [0.3356, 2.0357, -1.1776], [0.5623, 2.0821, -0.2066], [2.4240, -1.7111, 0.0623], [1.6486, -2.4568, 1.2223], [2.0085, -2.6009, 0.3189], [-1.7293, -1.7479, 3.4433], [-0.4052, -1.6200, 3.0063], [-0.8335, -1.5376, 3.7697]],
  "atomic_forces_ev_per_a": [[-0.138, 2.535, -3.425], [-3.419, -3.527, 3.839], [-0.568, 5.832, 1.179], [-1.571, -0.698, 1.125], [0.843, 0.291, 0.546], [0.231, -0.330, 1.143], [1.924, -0.452, -1.644], [0.472, -3.929, -1.536], [1.997, 0.046, -1.186], [-0.739, 3.547, -0.377], [-1.917, 2.399, 5.343], [2.021, -5.224, -6.067], [-0.721, 0.885, -0.090], [-0.622, -0.143, 0.487], [0.917, -0.537, -0.512], [0.438, 1.199, 0.646], [-0.820, 0.683, -0.517], [0.052, -1.980, 0.693], [-0.531, 0.112, 3.893], [1.520, 0.698, -0.479], [-0.241, -1.621, -2.004], [0.973, 0.224, 0.619], [0.467, -0.841, 1.007], [-1.409, 0.219, -1.582], [0.968, -0.173, 1.056], [-0.993, 0.305, -0.359], [-0.075, 0.193, -0.965], [1.761, -0.992, -1.301], [-0.510, -1.618, 2.896], [-0.784, 2.694, -0.626], [1.402, -1.926, -1.620], [0.694, 0.403, -0.814], [-2.412, 1.719, 1.760], [3.688, -3.583, 0.605], [-0.247, 0.769, 0.112], [-3.590, 2.690, -1.883], [1.641, -0.945, -1.754], [0.028, 0.619, 0.909], [-0.618, 0.452, 0.728], [-1.099, -1.696, 0.529], [0.584, 0.054, -0.827], [0.405, 1.540, 0.453], [0.207, 0.177, 0.772], [3.649, -0.253, -4.885], [-3.858, 0.186, 4.114]],
  "mulliken_charge": [-0.259, 0.550, -1.150, -0.451, 0.316, 0.424, -0.009, 0.437, 0.228, 0.406, 0.325, -0.761, 0.377, 0.330, -0.651, 0.409, 0.433, -0.676, 0.264, 0.276, -0.562, 0.244, 0.406, -0.675, 0.290, 0.318, -0.691, 0.342, 0.294, -0.403, 0.339, 0.296, -0.653, 0.273, 0.383, -0.806, 0.272, 0.407, -0.843, 0.308, 0.326, -0.662, 0.317, 0.225, -0.564]
}


What did we get for relative energy (zero: lowest compared OMol25 entry of this formula, charge and spin)? Answer: 269.7; 93.5; 371.1 kJ/mol, in the order shown.